# 1
Entry from the OMol25 dataset: a structure of composition C32H49ClMnNO3PS (the ωB97M-V functional and the def2-TZVPD basis).

Output
gap between HOMO and LUMO (alpha / beta): 0.2659 / 0.2857 Ha
E_LUMO (alpha / beta): -0.92 / -0.27 eV
spin multiplicity: 4

Structure (XYZ):
```
89
Properties=species:S:1:pos:R:3:forces:R:3
Mn -0.4151 -0.0064 1.1439 -1.1 -0.1 -1.2
P -0.0747 -0.8107 -1.8731 0.1 -0.2 -1.0
Cl -2.1972 1.1195 0.1248 0.3 -0.2 0.8
C -1.2618 -1.6266 2.0738 0.0 0.6 -1.1
H -2.1105 -1.3507 2.7211 0.5 -0.4 -0.1
H -0.4399 -2.1558 2.5752 -0.5 -0.3 0.2
C -0.3491 0.4034 -3.3201 0.4 -0.1 0.7
C -1.1987 -2.2737 -2.3254 0.6 0.4 0.3
C -1.8310 0.7707 -3.4520 -0.1 0.2 0.0
H 0.1927 1.2891 -2.9379 -0.2 0.0 -0.2
C -2.0085 2.0130 -4.3354 0.1 -0.1 0.1
H -2.3735 -0.0674 -3.9159 0.2 0.2 0.1
H -2.2703 0.9465 -2.4604 0.1 -0.1 -0.3
C -1.3754 1.8257 -5.7180 -0.1 -0.1 0.0
H -3.0771 2.2363 -4.4355 0.2 0.0 0.0
H -1.5433 2.8699 -3.8298 -0.1 -0.1 0.0
C 0.0553 1.2781 -5.6523 0.1 0.1 0.1
H -1.9981 1.1385 -6.3056 0.1 0.0 0.1
H -1.3733 2.7825 -6.2521 0.0 -0.1 0.0
C 0.2177 0.0764 -4.7095 0.0 -0.2 -0.1
H 0.3922 0.9951 -6.6565 0.0 0.1 0.1
H 0.7237 2.0779 -5.3064 0.0 0.0 0.0
H -0.3135 -0.7897 -5.1318 0.1 0.2 0.1
H 1.2792 -0.1980 -4.6596 -0.3 0.1 -0.1
C 1.7198 -1.4045 -2.1043 -0.6 -0.2 0.2
C -1.2184 -2.8202 -3.7568 0.1 -0.1 -0.2
H -0.7918 -3.0508 -1.6507 -0.2 0.1 -0.2
C -1.9389 -4.1754 -3.7783 0.0 -0.1 0.0
H -1.7537 -2.1164 -4.4121 0.1 -0.1 0.2
H -0.2124 -2.9405 -4.1727 -0.4 0.0 0.0
C -3.3451 -4.1272 -3.1706 -0.1 0.1 0.0
H -1.9907 -4.5462 -4.8085 0.0 0.0 0.1
H -1.3357 -4.8944 -3.2069 0.0 0.1 -0.1
C -3.3654 -3.3786 -1.8397 0.2 -0.2 0.3
H -4.0420 -3.6412 -3.8643 0.1 0.0 -0.1
H -3.7122 -5.1473 -3.0055 0.0 0.1 -0.1
C -2.6587 -2.0243 -1.9220 -0.2 0.1 0.3
H -4.3923 -3.2547 -1.4708 0.1 -0.1 -0.1
H -2.8392 -3.9985 -1.0981 -0.2 0.2 -0.4
H -3.1629 -1.3992 -2.6734 0.2 -0.2 0.2
H -2.7166 -1.4772 -0.9717 0.0 -0.2 -0.3
C 2.6734 -0.2029 -2.2297 0.0 0.0 -0.1
H 1.8950 -1.8845 -1.1225 0.2 0.1 -0.2
C 4.1484 -0.6242 -2.3161 -0.1 -0.1 0.1
H 2.4200 0.3806 -3.1276 0.1 -0.1 0.2
H 2.5344 0.4752 -1.3743 0.0 -0.1 -0.1
C 4.4108 -1.7102 -3.3670 -0.1 0.1 -0.1
H 4.7611 0.2578 -2.5362 0.0 -0.1 0.1
H 4.4650 -0.9958 -1.3324 0.0 0.0 -0.1
C 3.4463 -2.8933 -3.2466 0.0 0.0 0.2
H 4.3270 -1.2725 -4.3707 0.0 0.0 0.1
H 5.4408 -2.0722 -3.2699 -0.1 0.1 -0.1
C 1.9755 -2.4660 -3.1813 0.2 0.1 -0.3
H 3.5830 -3.5743 -4.0951 0.0 0.1 0.2
H 3.6826 -3.4621 -2.3382 0.0 0.0 -0.1
H 1.6876 -2.0718 -4.1675 0.1 -0.2 0.3
H 1.3565 -3.3532 -2.9921 0.2 0.2 0.0
C 1.3430 2.6880 0.4750 -0.5 0.9 -0.5
C 0.9881 1.8054 1.3955 0.2 -0.8 1.4
H 0.7133 2.8419 -0.4127 -0.1 0.3 0.7
C 1.9584 1.3140 2.4604 0.4 0.2 0.5
H -0.1149 1.7036 1.6686 0.5 0.1 -0.9
C 3.0609 2.3275 2.8319 -0.3 0.2 0.3
H 1.4162 1.0474 3.3823 0.1 0.0 -0.2
H 2.4855 0.3943 2.1453 -0.5 0.1 -0.2
C 3.5866 3.1563 1.6508 0.0 -0.3 -0.3
H 2.6616 2.9947 3.6043 0.0 0.1 -0.2
H 3.8868 1.7934 3.3204 -0.1 0.1 -0.2
C 2.4918 3.6329 0.6661 0.8 -0.1 0.1
H 4.1095 4.0321 2.0518 0.0 -0.2 -0.2
H 4.3321 2.5670 1.1045 -0.1 0.0 0.0
H 2.1115 4.5831 1.0863 -0.3 -0.4 -0.4
H 2.9175 3.8872 -0.3096 0.2 0.0 0.2
O -3.1135 -5.9332 3.1631 0.0 0.2 -0.7
S -3.6914 -5.4854 1.9241 -0.3 0.9 -0.9
O -4.3880 -6.4210 1.0845 0.3 0.3 0.3
N -2.5798 -4.6019 1.0119 0.9 0.4 1.1
C -2.7291 -3.3210 1.1985 1.1 -1.3 0.1
O -1.7222 -2.4667 0.9320 -0.6 -0.4 0.4
C -4.0250 -2.8979 1.7403 -0.4 0.4 0.6
C -4.5725 -1.6166 1.9036 0.2 -0.5 0.0
C -5.7880 -1.5130 2.5830 -0.2 -0.2 -0.1
C -6.4620 -2.6594 3.0356 0.4 -0.2 0.0
C -5.8842 -3.9336 2.8890 0.1 0.2 -0.2
C -4.6694 -4.0281 2.2176 -1.3 0.3 0.9
H -4.0488 -0.7524 1.4918 -0.1 -0.1 0.2
H -6.2213 -0.5318 2.7793 0.1 -0.3 -0.2
H -7.4352 -2.5593 3.5238 0.4 0.0 -0.1
H -6.3372 -4.8359 3.2937 -0.1 0.3 -0.1
```
Positions in Å, forces in eV/Å.

Mulliken atomic charge list, values in e, 8 entries: -0.067, 0.257, -0.509, -0.965, 0.557, 0.371, 0.051, -0.033

# 2
Entry from the OMol25 dataset: a structure of composition C14H12N5O10S2Ti (the ωB97M-V functional and the def2-TZVPD basis).

Output
gap between HOMO and LUMO: 0.3026 Ha
energy relative to the best compared isomer or geometry (same formula, charge and spin): 6.9 kcal per mole
E_LUMO: 2.25 eV
spin multiplicity: 1
charge: -1

Structure (XYZ):
```
44
Properties=species:S:1:pos:R:3:forces:R:3
Ti -0.6728 -0.3424 1.0816 -0.3 -0.1 0.7
N 0.9549 -0.5498 2.5667 0.0 0.0 -0.1
C 1.1385 -1.9563 2.9602 0.1 0.1 -0.1
C -0.2534 -2.5369 3.0802 -0.2 0.0 -0.2
O -0.5570 -3.3901 3.8962 0.0 0.0 0.0
N -1.0797 -1.9492 2.1765 -0.1 0.0 0.3
C -2.5123 -2.1121 2.3200 0.2 -0.1 0.1
C -3.1376 -0.7232 2.2440 0.4 0.3 -0.1
O -4.3092 -0.5002 2.3668 -0.1 0.0 0.1
O -2.2115 0.2282 1.9941 -0.8 -0.3 0.2
H 0.6516 0.0103 3.3585 0.0 0.0 0.0
H 1.7948 -0.1109 2.1850 0.0 0.0 0.0
H 1.6743 -2.4746 2.1629 0.0 0.0 0.0
H 1.6760 -2.0744 3.8992 0.0 0.0 0.0
H -2.9417 -2.7144 1.5175 0.0 0.0 0.0
H -2.7543 -2.5826 3.2735 0.0 0.0 0.0
O 2.9065 -0.3592 -1.3934 0.1 0.0 -0.2
S 2.1350 0.3911 -0.4546 -0.6 -0.3 0.2
O 2.7798 0.7671 0.7809 0.1 0.0 0.1
O 0.8198 -0.3121 -0.1800 1.1 0.1 -0.6
C 1.6626 1.9181 -1.2461 -0.1 0.2 0.0
C 2.4771 2.2962 -2.3027 -0.1 0.1 0.1
C 2.2984 3.5251 -2.9246 0.1 0.0 -0.1
C 1.3107 4.3855 -2.4888 0.0 0.1 0.0
C 0.4758 4.0111 -1.4448 0.1 0.0 0.0
C 0.6360 2.7820 -0.8240 0.2 -0.1 -0.1
S -0.6529 2.3502 0.3257 0.1 -0.4 0.0
O -1.3194 3.5528 0.6996 0.0 0.2 0.0
O -0.0106 1.6150 1.4585 0.0 0.3 0.0
O -1.4343 1.3282 -0.3880 0.0 0.2 0.1
H 3.2509 1.6146 -2.6264 0.0 0.0 0.0
H 2.9406 3.8056 -3.7498 0.0 0.0 0.0
H 1.1745 5.3475 -2.9664 0.0 0.0 0.0
H -0.3163 4.6621 -1.1036 0.0 0.0 0.0
N -2.0279 -0.8428 -2.4174 0.0 0.1 -0.1
C -1.3342 -1.5692 -1.5134 -0.2 0.1 0.2
O -1.6025 -1.3285 -0.2690 0.1 -0.3 -0.4
C -0.4338 -2.5535 -1.8954 0.3 -0.2 -0.3
C -0.1839 -2.7451 -3.2837 -0.1 -0.2 0.3
N -0.0528 -2.8895 -4.4213 0.0 0.1 0.0
C 0.2954 -3.2879 -0.9177 -0.2 0.2 -0.1
N 0.8713 -3.8516 -0.0936 0.0 0.0 0.0
H -1.7220 -0.8587 -3.3770 0.0 0.0 0.0
H -2.4044 0.0243 -2.0657 0.0 0.0 0.0
```
Positions in Å, forces in eV/Å.

Mulliken atomic charge list, values in e, 8 entries: -0.271, -0.217, -0.440, 0.542, -0.719, 0.384, -0.799, 0.696

# 3
Entry from the OMol25 dataset: a structure of composition C10H17BCl2F4O2Pd (the ωB97M-V functional and the def2-TZVPD basis).

Output
gap between HOMO and LUMO (alpha / beta): 0.1257 / 0.2011 Ha
energy relative to the best compared isomer or geometry (same formula, charge and spin): 20.0 kcal per mole
E_LUMO (alpha / beta): 5.20 / 4.08 eV
spin multiplicity: 5
charge: -2

Structure (XYZ):
```
37
Properties=species:S:1:pos:R:3:forces:R:3
C -0.7082 0.8175 -1.4123 2.0 -0.9 0.2
C -1.5548 -0.3257 -1.3018 0.5 -1.4 0.8
C -0.7765 -1.4411 -0.9092 0.6 1.3 -0.4
C -3.0190 -0.3506 -1.5205 -0.4 0.0 0.1
C 0.6059 -1.0231 -0.8172 -1.3 0.5 -1.6
C 0.6605 0.3880 -1.2153 -1.9 -1.0 -0.2
C 1.8497 1.0864 -1.7168 0.6 0.4 -0.1
C -1.1643 2.1584 -1.7736 -0.3 1.0 -0.1
C -1.2693 -2.8169 -0.6938 -0.3 -0.4 0.2
C 1.7569 -1.9451 -0.7541 0.5 -0.3 0.1
Pd 0.3036 0.3267 0.9721 -2.2 0.8 0.3
Cl -2.1643 0.8415 1.4426 -0.3 -0.4 0.0
Cl 0.3237 2.6814 1.5633 -4.6 -0.1 3.4
O 2.3463 0.4828 1.1442 1.4 -0.9 0.6
H -3.4732 0.6047 -1.2374 0.1 -0.2 0.0
H -3.4953 -1.1347 -0.9131 0.1 0.2 -0.2
H -3.2469 -0.5470 -2.5794 -0.1 0.0 0.1
H -2.0571 -2.8307 0.0721 0.1 -0.1 -0.1
H -0.4567 -3.4686 -0.3600 -0.2 0.0 0.0
H -1.6878 -3.2417 -1.6188 0.0 0.0 0.2
H 1.4806 -2.8540 -0.1980 0.3 0.2 -0.1
H 2.5893 -1.4385 -0.2463 -0.1 -0.2 -0.1
H 2.0730 -2.2499 -1.7708 -0.1 0.1 0.3
H 2.7516 0.5969 -1.3205 -0.2 0.3 -0.2
H 1.8172 2.1207 -1.3384 0.3 -0.3 -0.2
H 1.8658 1.0694 -2.8237 0.0 0.0 0.3
H -2.0649 2.4229 -1.1996 0.2 -0.1 -0.1
H -1.4083 2.2235 -2.8485 0.0 0.0 0.2
H -0.4061 2.9140 -1.5477 0.0 -0.1 0.0
H 2.3972 0.1703 2.0639 0.2 0.3 -0.3
O 1.6786 2.8925 0.5121 6.2 1.1 -3.0
H 2.3772 2.2646 0.9152 -1.2 0.7 -0.8
F 0.5780 0.2744 3.2622 0.0 -0.9 2.1
B 0.4153 -0.0935 4.7338 -0.5 0.6 -1.2
F 1.6950 -0.2901 5.2681 -0.2 0.0 -0.1
F -0.2463 0.9780 5.3627 0.4 -0.5 -0.2
F -0.3662 -1.2636 4.8045 0.4 0.3 0.0
```
Positions in Å, forces in eV/Å.

Mulliken atomic charge list, values in e, 8 entries: 1.410, 0.522, 1.446, -1.703, 0.313, 0.613, -1.848, -1.967

# 4
Entry from the OMol25 dataset: the molecule C3H5NO2 (the ωB97M-V functional and the def2-TZVPD basis).

Output
gap between HOMO and LUMO: 0.3590 Ha
energy relative to the best compared isomer or geometry (same formula, charge and spin): 55.6 kcal per mole
E_LUMO: 0.81 eV
spin multiplicity: 1

Structure (XYZ):
```
11
Properties=species:S:1:pos:R:3:forces:R:3
O -2.1887 0.1814 0.2273 1.3 0.2 0.0
C -1.1669 0.3112 0.8327 0.6 2.1 -0.4
C 0.4982 0.9477 0.2274 -1.0 -0.6 0.4
N 0.7766 0.0645 -0.8714 0.0 -0.4 -0.1
C 0.3608 -1.1910 -0.6729 -0.1 -0.2 0.4
O -0.0704 -1.5027 0.4373 0.2 -0.6 -0.6
H -1.1057 0.2424 1.9336 0.2 -0.2 -0.2
H 0.9446 1.9357 -0.0663 -1.5 -0.4 0.4
H 1.0293 0.6433 1.1344 0.2 -0.2 -0.3
H 0.9183 0.3791 -1.8180 0.0 0.2 0.2
H 0.3915 -1.8709 -1.5334 0.1 0.0 0.1
```
Positions in Å, forces in eV/Å.

Mulliken atomic charge list, values in e, 8 entries: -0.460, 0.127, -0.494, -0.131, 0.034, -0.537, 0.294, 0.338